Entry 1:
# C4H9N

An isolated molecule of C4H9N in a non-equilibrium geometry (the ωB97M-V functional and the def2-TZVPD basis, the OMol25 dataset).

The geometry in XYZ format:
```
14
Properties=species:S:1:pos:R:3:forces:R:3:lowdin_charge:R:1
C 1.51367 0.47423 -1.75178 -2.9044 -1.5318 1.2109 0.005
C 1.09276 0.05963 -0.52441 1.4546 0.9557 -2.2133 -0.209
C -0.09789 -0.76478 -0.33350 -1.3210 -1.0611 0.7835 -0.253
C -1.17782 -0.02847 0.48671 -1.4982 -1.1842 -1.8669 -0.353
N -0.90113 0.32331 1.85229 -1.8986 0.4685 1.1950 -0.031
H 0.84723 0.27011 -2.64917 1.2517 0.1815 1.0947 0.080
H 2.38734 1.03147 -1.82045 1.3308 1.0208 -0.4926 0.015
H 1.64735 0.36264 0.38169 -0.2749 -0.2953 -0.5554 0.109
H -0.61387 -1.22622 -1.22878 0.8553 1.1173 0.4394 0.127
H 0.18953 -1.67510 0.20809 0.0304 0.0566 0.3038 0.107
H -2.11297 -0.67527 0.30804 0.8748 0.7932 0.6418 0.117
H -1.39692 0.91763 -0.01609 0.0496 -0.0754 -0.1775 0.107
H -1.83015 0.79608 2.13692 2.2290 -0.9314 0.0386 0.108
H -0.79396 -0.50821 2.45158 -0.1790 0.4858 -0.4021 0.072
```
Forces are in eV/Å.

Properties
* DFT total energy: -212.5105 hartree
* SMILES string: C=CCCN
* frontier orbital gap: 10.22 eV

***

Entry 2:
# H30O15

A 15-piece molecular cluster, H30O15 overall in a non-equilibrium geometry (the ωB97M-V functional and the def2-TZVPD basis, the OMol25 dataset).

The geometry in XYZ format:
```
45
Properties=species:S:1:pos:R:3:forces:R:3:lowdin_charge:R:1
O -2.67616 -0.17493 -0.91059 0.4335 -0.0412 -0.9665 -0.032
H -2.64650 -0.48310 -0.01176 -0.1949 -0.6639 0.9940 -0.011
H -3.59474 -0.09729 -1.13432 -0.6385 0.3403 -0.2753 0.072
O -2.80049 2.82685 -0.78831 -0.0174 0.3596 -0.8236 -0.053
H -2.66670 2.18781 -0.08734 -0.2341 0.2028 0.3358 -0.030
H -3.72963 3.06903 -0.83586 0.0895 -0.1567 0.2696 0.032
O 2.90363 -1.74415 2.26841 1.6637 -0.3369 0.0980 -0.034
H 2.05964 -1.40506 2.05298 -1.6134 1.6827 -0.3423 -0.046
H 2.63941 -2.63691 2.41263 0.3335 -1.4146 0.2937 0.025
O -1.44101 -2.42353 -2.20948 0.2615 -2.1618 -0.0446 -0.045
H -2.09332 -3.11224 -1.95083 0.5779 0.9836 -0.3592 0.102
H -1.85657 -1.58323 -2.26312 -1.2007 1.1738 0.2694 0.014
O 0.20941 -2.46888 0.01422 -0.2501 0.1940 -0.8566 -0.090
H -0.31606 -2.42167 -0.82484 0.4580 -0.2067 0.9781 -0.003
H 1.12221 -2.62479 -0.30421 -0.1768 -0.2785 0.2769 -0.003
O 0.96501 -0.94174 -2.74362 1.7828 -1.4251 1.0178 0.012
H 0.15599 -1.40207 -2.61935 -0.8433 -1.2489 0.2404 -0.020
H 0.66585 -0.18228 -3.15700 -0.6634 2.8090 -1.3787 -0.010
O -0.10850 0.44730 -0.01705 -1.1620 0.4631 -0.0829 -0.059
H -1.01090 0.12516 -0.26845 1.5633 0.4057 -0.0429 0.029
H 0.51861 -0.25228 -0.22080 -0.0348 -0.5771 -0.2487 0.012
O 0.28982 3.19280 1.92540 -1.0385 0.3697 0.4273 -0.071
H -0.48392 2.65916 1.67027 0.4629 0.4737 0.1391 -0.024
H 1.03635 2.66715 1.68801 0.9007 -0.2908 -0.4105 -0.027
O -2.12245 2.02337 1.81300 -1.2521 -0.3856 1.0858 -0.069
H -1.96062 1.05859 1.88014 0.2322 0.9218 0.5686 0.018
H -2.53287 2.35523 2.66303 0.9213 -0.7485 -1.3849 0.121
O 2.85369 -2.85847 -0.77461 0.4880 -0.6421 -0.1590 -0.069
H 2.97605 -1.91118 -0.59710 0.0583 -0.2298 0.3113 -0.018
H 3.60934 -3.32851 -0.38185 -0.5401 0.3953 -0.1130 0.067
O -0.03032 2.21247 -2.51444 0.8031 0.3928 -1.7451 -0.048
H -0.01025 1.75589 -1.68759 0.0929 -0.4645 1.2887 -0.028
H 0.89639 2.25942 -2.82681 -0.8243 0.0179 0.4400 0.045
O -2.57173 -0.69574 1.76496 0.2278 -0.9135 0.0138 -0.030
H -2.80825 -1.58585 2.07608 0.1794 0.3829 -0.0742 0.104
H -3.34731 -0.15142 1.85531 -0.8014 0.2002 0.3239 0.061
O 2.83125 -0.21355 -0.32797 0.2123 0.1465 1.2463 -0.023
H 3.20327 -0.13416 -1.18182 0.1434 0.1948 -2.0923 0.056
H 3.60911 0.00974 0.20276 -0.2757 -0.1007 0.7147 0.099
O 2.35765 2.52812 0.06112 0.1855 0.0109 0.4363 -0.042
H 2.64710 2.96045 -0.74149 -0.0706 -0.0306 -0.1828 0.043
H 2.21756 1.58916 -0.11410 0.0205 0.1375 -0.2960 -0.011
O 0.65430 -0.23421 2.53470 1.3362 1.0014 0.3113 -0.020
H 0.12547 -0.90920 2.90052 -1.0707 -1.1047 0.4901 0.024
H 0.26121 0.04876 1.71117 -0.5255 0.1621 -0.6916 -0.020
```
Forces are in eV/Å.

Properties
* DFT total energy: -1146.5686 hartree
* frontier orbital gap: 8.75 eV

***

Number 1: LUMO level 1.1 eV, HOMO energy -9.125 eV. Number 2: LUMO level -0.6 eV, HOMO energy -9.387 eV.